No. 1
Entry from the OMol25 dataset: the ion C4H9N2O with charge +1 in a non-equilibrium geometry (ωB97M-V/def2-TZVPD).

Calculated values
**Total energy**: -342.1418 Eh
**Lowest unoccupied orbital energy**: -4.587 eV
**Total charge**: +1
**Energy above the lowest of the compared OMol25 structures with the same formula, charge and spin**: 5.862 eV
**Frontier orbital gap**: 0.336 Ha

```
16
C4H9N2O (ωB97M-V/def2-TZVPD)
C -1.0214 -1.5643 -0.2190
C -0.7970 -0.1633 0.2296
N -1.9349 0.7158 -0.1473
O -2.9837 0.3820 0.3213
N 0.4247 0.4021 -0.4471
C 1.1040 1.6388 -0.0451
C 1.7074 0.3249 0.3539
H -0.4899 -1.8235 -1.1968
H -0.5883 -2.3717 0.5977
H -2.0128 -1.8181 -0.3068
H -0.7041 -0.2015 1.3055
H 0.5876 0.1003 -1.3577
H 0.8864 2.4660 0.6711
H 1.8039 2.0640 -0.8307
H 2.5327 -0.0896 -0.2318
H 1.4855 -0.0620 1.3032
```


No. 2
Entry from the OMol25 dataset: the ion C4H9N2O with charge +1 in a non-equilibrium geometry (ωB97M-V/def2-TZVPD).

Calculated values
**Total energy**: -342.1622 Eh
**Lowest unoccupied orbital energy**: -5.325 eV
**Total charge**: +1
**Energy above the lowest of the compared OMol25 structures with the same formula, charge and spin**: 5.309 eV
**Frontier orbital gap**: 0.311 Ha

```
16
C4H9N2O (ωB97M-V/def2-TZVPD)
C 0.9402 -1.5585 -0.0908
N 0.8767 -0.2759 0.0792
C 1.7508 0.6850 -0.5058
C -0.2117 0.3201 0.8774
C -1.2478 1.0490 0.0642
N -2.2992 0.5155 -0.3470
O -2.6098 -0.7804 -0.1085
H 1.6189 -2.1005 -0.6308
H 0.2957 -2.3139 0.2105
H 1.5086 1.2176 -1.4575
H 2.0991 1.3690 0.1412
H 2.6223 0.1880 -0.7208
H 0.0691 1.0335 1.7055
H -0.8797 -0.3855 1.3902
H -1.0966 2.1819 -0.1399
H -3.4366 -1.1450 -0.4670
```


No. 3
Entry from the OMol25 dataset: the ion C4H9N2O with charge +1 in a non-equilibrium geometry (ωB97M-V/def2-TZVPD).

Calculated values
**Total energy**: -342.2845 Eh
**Lowest unoccupied orbital energy**: -3.466 eV
**Total charge**: +1
**Energy above the lowest of the compared OMol25 structures with the same formula, charge and spin**: 1.981 eV
**Frontier orbital gap**: 0.372 Ha

```
16
C4H9N2O (ωB97M-V/def2-TZVPD)
C 2.1996 -0.0664 -0.2535
C 0.8803 0.0286 0.4005
O 0.4645 1.2125 0.5876
N 0.1597 -1.0314 0.5254
C -1.2426 -0.9574 1.0202
C -2.0375 -0.1238 0.3268
N -1.5281 0.6198 -0.7021
H 2.3664 0.6605 -1.0893
H 2.3668 -1.1028 -0.6427
H 3.1243 0.1947 0.4402
H -0.3590 1.1479 1.0649
H 0.6841 -1.8624 0.1973
H -1.6445 -1.6510 1.7095
H -3.0291 -0.0819 0.6067
H -2.1940 1.1372 -1.3242
H -0.7982 0.0760 -1.2792
```


No. 4
Entry from the OMol25 dataset: a cluster of 2 separate species, C4H9N2O in total in a non-equilibrium geometry (ωB97M-V/def2-TZVPD).

Calculated values
**Total energy**: -342.3374 Eh
**Lowest unoccupied orbital energy**: -3.033 eV
**Total charge**: +1
**Energy above the lowest of the compared OMol25 structures with the same formula, charge and spin**: 0.541 eV
**Frontier orbital gap**: 0.407 Ha

```
16
C4H9N2O (ωB97M-V/def2-TZVPD)
C -0.6878 1.3879 1.9301
C -0.4730 0.0877 1.2358
C 0.2403 -1.0108 1.6089
N 0.7322 -1.6049 0.4826
C 0.3115 -0.9627 -0.5897
N -0.3831 0.0870 -0.1570
H 0.2373 1.7300 2.3696
H -1.3846 1.2946 2.7640
H -1.1246 2.1254 1.2674
H 0.4122 -1.3407 2.6130
H 1.3052 -2.4374 0.4507
H 0.5075 -1.0828 -1.6467
H -0.9740 0.5100 -0.8602
H 0.3739 0.1236 -4.5687
H 0.5055 1.0012 -3.2940
O 0.4017 0.0918 -3.6059
```


No. 5
Entry from the OMol25 dataset: a cluster of 2 separate species, C4H9N2O in total in a non-equilibrium geometry (ωB97M-V/def2-TZVPD).

Calculated values
**Total energy**: -342.1783 Eh
**Lowest unoccupied orbital energy (spin up / spin down)**: -5.469 / -4.879 eV
**Total charge**: +1
**Energy above the lowest of the compared OMol25 structures with the same formula, charge and spin**: 4.870 eV
**Frontier orbital gap (spin up / spin down)**: 0.313 / 0.347 Ha

```
16
C4H9N2O (ωB97M-V/def2-TZVPD)
C 1.5799 0.6438 -0.6969
C -1.2548 -0.6001 -0.4328
C 2.1970 -0.2643 0.2969
C -2.3742 1.4115 0.0621
N 0.4669 0.8358 -1.1652
N -1.1168 -1.8797 -0.5293
O -2.2805 -0.0101 0.0047
H 2.2977 1.3497 -1.1495
H 2.8858 -0.9356 -0.2159
H 1.4410 -0.8369 0.8259
H 2.7853 0.3224 1.0007
H -1.4470 1.8459 0.4425
H -3.2039 1.6340 0.7320
H -2.5802 1.8061 -0.9338
H -0.2777 -2.2906 -0.9139
H -1.8758 -2.5143 -0.2796
```


No. 6
Entry from the OMol25 dataset: a cluster of 2 separate species, C4H9N2O in total in a non-equilibrium geometry (ωB97M-V/def2-TZVPD).

Calculated values
**Total energy**: -342.0631 Eh
**Lowest unoccupied orbital energy (spin up / spin down)**: -5.689 / -5.681 eV
**Total charge**: +1
**Energy above the lowest of the compared OMol25 structures with the same formula, charge and spin**: 8.005 eV
**Frontier orbital gap (spin up / spin down)**: 0.262 / 0.264 Ha

```
16
C4H9N2O (ωB97M-V/def2-TZVPD)
C -1.9014 1.1006 -0.2243
C -0.6924 1.9018 -0.2017
C -1.9674 -0.1789 -0.1751
C -2.1111 -1.5697 -0.1941
N 0.6247 0.0729 0.0487
N 3.2276 -0.2625 0.3902
O 0.4336 1.3437 0.0634
H -2.7909 1.5916 -0.4377
H -0.7230 2.9787 -0.1327
H -2.3513 -1.9537 -1.2066
H -2.7095 -2.0587 0.6605
H -1.0612 -1.8412 0.1058
H 1.6423 0.1005 0.0825
H 2.9125 -1.3012 0.4293
H 3.6778 0.1037 1.2146
H 3.7900 -0.0277 -0.4229
```


Question: Number 3 is which compound?
Answer: C4H9N2O


Question: Look up the total charge of the sixth one.
Answer: +1